Entry 1:
A 2-piece molecular cluster, C3H10NOS overall at a distorted geometry. Source: OMol25; level of theory: ωB97M-V/def2-TZVPD.

Properties
Orbital gap: 5.721 eV
Charge: -1
Relative energy (zero: lowest compared OMol25 entry of this formula, charge and spin): 187.2 kJ/mol
Spin multiplicity: 1
E_tot: -648.460257 hartree

Each line ends with the Löwdin charge.
Element x y z (Å)
S -2.72 0.13 -0.29  0.612
O 2.12 -0.75 0.17  -0.322
N 2.39 1.38 -0.85  -0.051
C -1.17 0.27 0.69  -0.614
C 2.84 -0.05 -0.67  -0.636
C -0.57 -1.06 1.16  -0.194
H 3.91 0.08 -0.44  0.049
H -0.44 0.73 0.01  0.039
H 1.80 1.59 -1.64  0.006
H -3.00 -1.12 0.11  -0.179
H 2.82 -0.46 -1.72  0.065
H -1.38 0.97 1.49  0.043
H 1.97 1.67 0.02  0.019
H -0.34 -1.62 0.29  0.052
H -1.37 -1.57 1.71  0.053
H 0.25 -0.79 1.82  0.058

Entry 2:
A 2-piece molecular cluster, C3H10NOS overall at a distorted geometry. Source: OMol25; level of theory: ωB97M-V/def2-TZVPD.

Properties
Orbital gap: 6.456 eV
Charge: -1
Relative energy (zero: lowest compared OMol25 entry of this formula, charge and spin): 249.0 kJ/mol
Spin multiplicity: 1
E_tot: -648.436716 hartree

Each line ends with the Löwdin charge.
Element x y z (Å)
S 0.25 2.96 0.04  0.079
O 2.61 0.31 -1.04  -0.110
N -0.85 -0.97 0.90  -0.143
C -0.31 0.37 1.12  -0.331
C -0.54 1.33 -0.10  -0.810
C -0.55 -1.69 -0.35  -0.146
H -1.68 1.38 -0.11  0.050
H -0.42 0.96 -1.11  0.004
H 0.87 0.06 1.46  0.142
H -0.11 -2.71 -0.07  0.088
H -1.78 -0.85 0.82  0.024
H -0.54 0.61 2.12  0.065
H 2.34 0.56 -0.09  0.047
H 0.10 -1.20 -1.10  0.065
H -1.26 -1.77 -1.06  0.021
H 1.85 0.65 -1.44  -0.046

Entry 3:
An isolated ion of composition C3H10NOS and charge +2. Source: OMol25; level of theory: ωB97M-V/def2-TZVPD.

Properties
Orbital gap (spin up / spin down): 11.115 / 5.836 eV
Charge: +2
Relative energy (zero: lowest compared OMol25 entry of this formula, charge and spin): 0.0 kJ/mol
Spin multiplicity: 2
E_tot: -647.740794 hartree

Each line ends with the Mulliken spin population.
Element x y z (Å)
S 1.31 1.02 -2.34  0.978
O -1.34 0.00 1.90  0.001
N -1.24 -0.39 -0.61  0.006
C 0.00 -0.11 1.45  0.003
C 1.25 0.25 -0.70  -0.025
C -0.09 0.41 0.01  0.008
H -1.88 -0.59 0.19  0.000
H -1.42 -0.30 2.82  0.000
H -0.99 -1.29 -1.02  0.002
H -0.48 1.43 0.04  -0.013
H 1.98 0.07 -3.03  -0.013
H 1.64 -0.77 -0.74  -0.013
H 0.32 -1.17 1.45  0.000
H 1.99 0.81 -0.12  0.066
H -1.76 0.15 -1.31  -0.001
H 0.71 0.48 2.02  0.001

Entry 4:
A 2-piece molecular cluster, C3H10NP overall. Source: OMol25; level of theory: ωB97M-V/def2-TZVPD.

Properties
Orbital gap: 9.395 eV
Charge: 0
Relative energy (zero: lowest compared OMol25 entry of this formula, charge and spin): 130.1 kJ/mol
Spin multiplicity: 1
E_tot: -516.360339 hartree
SMILES string: C=C.CPN

Each line ends with the Löwdin charge.
Element x y z (Å)
P 2.63 -0.50 -0.34  0.701
N 0.99 -0.85 -0.75  -0.299
C -2.20 0.52 -0.32  -0.095
C 2.29 0.12 1.37  -0.380
C -3.46 0.78 -0.62  -0.078
H 0.95 -1.59 -1.45  0.016
H 3.21 0.10 1.95  0.016
H 0.54 -0.03 -1.16  -0.003
H -4.26 0.12 -0.33  0.043
H 2.91 -1.82 0.06  -0.080
H 1.53 -0.50 1.83  0.022
H -3.75 1.66 -1.17  0.043
H -1.41 1.18 -0.61  0.034
H -1.91 -0.36 0.23  0.042
H 1.94 1.15 1.32  0.016

Entry 5:
A 2-piece molecular cluster, C3H10NS overall at a distorted geometry. Source: OMol25; level of theory: ωB97M-V/def2-TZVPD.

Properties
Orbital gap: 6.612 eV
Charge: -1
Relative energy (zero: lowest compared OMol25 entry of this formula, charge and spin): 111.1 kJ/mol
Spin multiplicity: 1
E_tot: -573.239806 hartree

Each line ends with the Löwdin charge.
Element x y z (Å)
S -2.11 0.30 -0.84  0.105
N 0.90 -0.81 0.13  -0.201
C 1.36 0.56 0.31  -0.182
C 1.03 -1.29 -1.23  -0.206
C -2.21 0.78 0.88  -0.781
H 0.22 -0.89 -1.86  0.017
H 1.72 0.67 1.35  0.059
H -0.09 -0.82 0.37  0.022
H -2.13 -0.02 1.64  -0.006
H -3.06 1.42 1.13  -0.021
H 0.89 -2.37 -1.30  0.059
H 2.28 0.74 -0.26  0.061
H 0.58 1.30 0.13  0.039
H -1.37 1.44 1.18  -0.024
H 2.00 -1.00 -1.64  0.058

Entry 6:
An isolated ion of composition C3H10NS and charge +1 at a distorted geometry. Source: OMol25; level of theory: ωB97M-V/def2-TZVPD.

Properties
Orbital gap: 10.620 eV
Charge: +1
Relative energy (zero: lowest compared OMol25 entry of this formula, charge and spin): 21.4 kJ/mol
Spin multiplicity: 1
E_tot: -572.991037 hartree
SMILES string: C[C@@H]([NH3+])CS

Each line ends with the Löwdin charge.
Element x y z (Å)
S 2.46 -0.15 0.32  0.795
N -0.14 -1.37 -0.13  0.144
C -1.63 0.60 0.08  -0.047
C 0.98 0.87 -0.04  -0.416
C -0.33 -0.03 0.50  -0.374
H 3.10 0.04 -0.83  -0.108
H 1.01 1.79 0.52  0.076
H -1.69 1.62 0.45  0.100
H -0.69 -2.11 0.33  0.179
H 0.88 1.06 -1.10  0.079
H -0.23 -0.13 1.58  0.147
H -1.72 0.64 -1.00  0.093
H 0.90 -1.56 -0.04  0.063
H -0.39 -1.33 -1.12  0.176
H -2.48 0.06 0.49  0.093

Entry 7:
A 2-piece molecular cluster, C3H10NS overall at a distorted geometry. Source: OMol25; level of theory: ωB97M-V/def2-TZVPD.

Properties
Orbital gap: 7.640 eV
Charge: +1
Relative energy (zero: lowest compared OMol25 entry of this formula, charge and spin): 169.0 kJ/mol
Spin multiplicity: 1
E_tot: -572.934788 hartree

Each line ends with the Löwdin charge.
Element x y z (Å)
S -1.36 0.50 -0.03  0.645
N 1.72 1.39 0.03  0.180
C -3.08 -0.20 -0.11  -0.402
C 1.96 -1.00 0.04  -0.057
C 1.74 0.24 -0.67  -0.106
H 3.04 -1.30 0.29  0.145
H 1.48 0.25 -1.71  0.136
H -3.53 -0.31 0.88  0.039
H 1.36 -0.87 0.91  0.058
H -3.64 0.60 -0.56  0.019
H 1.10 2.17 -0.30  0.152
H 1.77 1.42 1.04  0.137
H -2.94 -1.26 -0.54  0.067
H -1.03 0.29 1.21  -0.173
H 1.40 -1.92 -0.48  0.161

Entry 8:
A 2-piece molecular cluster, C3H10NS2 overall. Source: OMol25; level of theory: ωB97M-V/def2-TZVPD.

Properties
Orbital gap: 8.000 eV
Charge: +1
Relative energy (zero: lowest compared OMol25 entry of this formula, charge and spin): 94.5 kJ/mol
Spin multiplicity: 1
E_tot: -971.158553 hartree

Each line ends with the Löwdin charge.
Element x y z (Å)
S -1.62 1.36 0.27  0.385
S 0.15 2.28 -0.23  0.336
N 0.86 -0.90 -1.13  -0.003
C -1.52 1.36 2.09  -0.448
C 0.23 -1.86 -0.22  -0.001
C 1.70 -1.18 -2.03  0.185
H -1.56 2.40 2.42  0.036
H 2.01 -2.21 -2.18  0.129
H 0.53 -1.61 0.80  0.111
H 0.57 -2.86 -0.46  0.105
H 2.09 -0.39 -2.66  0.132
H -0.22 3.57 -0.22  -0.158
H -0.61 0.87 2.42  0.027
H -0.85 -1.75 -0.32  0.098
H 0.63 0.09 -1.01  0.027
H -2.39 0.83 2.46  0.038

Entry 9:
A 2-piece molecular cluster, C3H10O overall at a distorted geometry. Source: OMol25; level of theory: ωB97M-V/def2-TZVPD.

Properties
Orbital gap: 11.415 eV
Charge: 0
Relative energy (zero: lowest compared OMol25 entry of this formula, charge and spin): 70.1 kJ/mol
Spin multiplicity: 1
E_tot: -195.502222 hartree
SMILES string: CC.CO

Each line ends with the Löwdin charge.
Element x y z (Å)
O -1.73 -2.35 -1.51  -0.135
C 1.61 1.16 -0.03  -0.173
C -1.47 -1.56 -0.34  -0.143
C 0.52 1.48 0.98  -0.178
H -0.97 -2.89 -1.74  0.065
H 0.71 2.52 1.26  0.059
H -2.47 -1.30 0.02  0.083
H -1.03 -2.18 0.44  0.081
H 1.63 1.97 -0.77  0.065
H 1.42 0.25 -0.60  0.048
H 0.57 0.97 1.94  0.058
H 2.61 1.18 0.39  0.063
H -0.50 1.47 0.60  0.056
H -0.89 -0.71 -0.64  0.050

Entry 10:
A 2-piece molecular cluster, C3H10O2 overall at a distorted geometry. Source: OMol25; level of theory: ωB97M-V/def2-TZVPD.

Properties
Orbital gap: 11.128 eV
Charge: 0
Relative energy (zero: lowest compared OMol25 entry of this formula, charge and spin): 88.5 kJ/mol
Spin multiplicity: 1
E_tot: -270.738114 hartree
SMILES string: CC(C)O.O

Each line ends with the Löwdin charge.
Element x y z (Å)
O -0.69 2.44 -1.81  -0.079
O -0.83 0.76 0.23  -0.096
C -0.06 -0.36 0.71  -0.468
C -0.50 -1.72 0.16  -0.050
C 1.41 -0.13 0.41  -0.070
H 0.00 -2.49 0.73  0.075
H -1.31 2.31 -1.07  0.019
H -1.42 0.61 -0.51  0.074
H 1.87 -0.02 -0.58  0.081
H -0.03 2.59 -1.11  0.041
H -0.26 -0.23 1.78  0.138
H 1.89 -1.07 0.74  0.082
H 1.71 0.82 0.89  0.081
H -1.59 -1.75 0.30  0.083
H -0.21 -1.76 -0.89  0.090

Entry 11:
A 2-piece molecular cluster, C3H10O2 overall at a distorted geometry. Source: OMol25; level of theory: ωB97M-V/def2-TZVPD.

Properties
Orbital gap: 11.237 eV
Charge: 0
Relative energy (zero: lowest compared OMol25 entry of this formula, charge and spin): 45.8 kJ/mol
Spin multiplicity: 1
E_tot: -270.754390 hartree
SMILES string: CC(C)O.O

Each line ends with the Löwdin charge.
Element x y z (Å)
O 4.23 -0.89 -2.38  -0.058
O -1.61 1.63 0.68  -0.058
C 0.03 -0.03 1.29  -0.067
C -1.11 0.32 0.32  -0.488
C -2.21 -0.70 0.43  -0.070
H 4.90 -1.19 -1.77  0.027
H 0.36 -1.04 1.09  0.077
H -0.54 0.34 -0.62  0.133
H -0.35 0.08 2.32  0.084
H -1.86 -1.71 0.63  0.076
H -2.12 1.79 -0.12  0.083
H -2.91 -0.76 -0.41  0.075
H -2.79 -0.48 1.33  0.085
H 0.80 0.72 1.21  0.072
H 3.51 -1.50 -2.57  0.030

Entry 12:
A 2-piece molecular cluster, C3H10O2 overall at a distorted geometry. Source: OMol25; level of theory: ωB97M-V/def2-TZVPD.

Properties
Orbital gap: 11.078 eV
Charge: 0
Relative energy (zero: lowest compared OMol25 entry of this formula, charge and spin): 133.2 kJ/mol
Spin multiplicity: 1
E_tot: -270.721085 hartree
SMILES string: CC(C)O.O

Each line ends with the Löwdin charge.
Element x y z (Å)
O 5.57 2.92 1.39  -0.167
O -1.57 -2.20 -0.72  -0.114
C -2.45 0.12 -1.35  -0.033
C -1.30 -0.70 0.98  -0.099
C -1.30 -0.76 -0.51  -0.421
H 6.42 2.99 0.76  0.100
H -0.95 -2.59 -1.36  0.087
H -2.09 -1.41 1.23  0.085
H -3.17 -0.69 -1.37  0.038
H -1.66 0.28 1.45  0.096
H -2.18 0.31 -2.42  0.068
H -0.38 -0.93 1.49  0.067
H -2.86 1.00 -0.74  0.083
H 5.45 3.84 1.84  0.067
H -0.26 -0.52 -0.94  0.142